Entry 1:
Entry from the Open Molecules 2025 dataset: a molecular structure, C37H43HgN7PSSb2 at a distorted geometry (ωB97M-V/def2-TZVPD).

Geometry as XYZ:
```
92
Properties=species:S:1:pos:R:3:mulliken_spin:R:1
Hg 0.299 -0.602 0.771 -0.038
Sb -0.636 3.053 -0.247 0.007
Sb -0.075 0.142 -2.759 -0.001
S 5.061 -0.001 0.418 0.073
P -2.119 -2.699 2.573 0.001
N -1.009 -5.044 1.367 0.000
N 0.433 -1.785 3.206 0.008
N -0.250 -3.136 0.563 0.009
N -0.944 -1.598 4.935 0.000
N -4.164 -1.220 1.270 0.000
N -2.102 -0.750 0.615 0.001
N 2.577 -0.474 -0.247 0.159
C -1.271 1.576 -4.024 -0.004
C 1.645 0.184 -4.111 0.004
C 0.333 -1.201 5.390 -0.005
C -1.057 -1.623 -3.552 -0.001
C 0.038 -5.403 0.483 -0.001
C 3.346 0.295 0.541 0.347
C 3.874 -3.141 -2.608 -0.036
C -0.807 -2.004 3.635 0.005
C -5.248 -1.872 2.013 0.000
C 5.664 -2.025 -1.409 -0.011
C 4.746 -1.225 -0.739 0.017
C -0.574 2.842 -4.162 0.003
C -2.834 -1.458 1.464 0.000
C 1.367 1.139 1.714 0.180
C -4.317 -0.280 0.228 0.000
C 1.116 -1.294 4.311 0.003
C 2.765 1.218 1.517 -0.027
C 1.107 4.178 -5.368 0.001
C 0.070 5.052 -3.372 -0.001
C 0.992 5.194 -4.402 -0.002
C 0.154 5.011 0.279 -0.002
C -3.061 0.005 -0.160 -0.003
C -1.126 -3.687 1.373 0.003
C 1.540 2.761 3.537 0.225
C 2.918 -2.353 -1.915 0.069
C -0.730 3.911 -3.224 -0.003
C 0.500 -4.217 0.024 0.005
C 5.242 -2.976 -2.344 0.061
C 0.796 1.929 2.703 -0.120
C -2.361 3.284 1.070 0.000
C -1.832 -5.983 2.098 0.000
C 0.336 3.027 -5.214 0.001
C 3.355 -1.358 -1.008 -0.072
C -1.689 3.835 -2.136 0.019
C -2.157 -1.675 5.743 0.000
C 2.930 2.869 3.357 -0.099
C 3.517 2.111 2.336 0.175
H -3.193 3.803 0.538 0.000
H -2.136 -1.618 -3.279 0.000
H 3.535 -3.800 -3.400 0.000
H 2.121 1.179 -4.023 0.000
H -0.915 -1.644 -4.645 0.000
H -2.505 3.110 -2.276 0.000
H 2.153 -1.021 4.231 -0.001
H 1.073 5.193 -0.322 0.001
H -2.769 0.686 -0.959 0.001
H 0.326 -6.423 0.251 0.000
H 2.325 -0.632 -3.817 -0.001
H 6.004 -3.603 -2.845 0.008
H 3.521 3.461 4.034 -0.005
H -3.011 -1.284 5.151 0.000
H 0.514 -0.858 6.410 0.001
H 1.326 -4.011 -0.629 -0.002
H 1.826 -2.511 -2.066 0.016
H 1.798 4.254 -6.217 0.000
H 4.588 2.159 2.136 0.034
H 0.426 5.022 1.341 0.001
H -2.736 2.297 1.393 0.000
H -0.593 5.809 0.056 0.000
H -5.105 -1.692 3.093 0.000
H 1.578 6.118 -4.472 0.000
H -1.663 -5.875 3.196 0.000
H -2.241 1.645 -3.469 0.000
H -5.281 0.086 -0.111 0.000
H -1.581 -7.006 1.766 0.000
H -2.414 -2.719 6.008 0.000
H -2.082 4.801 -1.790 0.000
H -1.408 1.026 -4.976 -0.001
H 1.310 0.029 -5.159 0.000
H -6.210 -1.452 1.698 0.000
H -2.021 3.875 1.927 0.000
H 0.419 2.197 -5.929 0.000
H -0.576 -2.508 -3.079 0.001
H -1.994 -1.054 6.642 0.000
H -5.259 -2.969 1.854 0.000
H 6.732 -1.838 -1.219 -0.003
H 1.008 3.311 4.329 0.017
H -2.888 -5.780 1.901 0.000
H -0.062 5.848 -2.634 0.000
H -0.296 1.857 2.826 -0.014
```

The energy is -86867.157 eV. The molar mass comes out at 1092.951 g/mol. Its largest force on an atom is 2.95 eV Å⁻¹. The calculation puts the energy relative to the best compared isomer or geometry (same formula, charge and spin) at 0.0000 eV. The HOMO energy (spin up / spin down) comes out at -0.131 / -0.249 hartree. The expectation value of S² is 0.77. As for the orbital gap (spin up / spin down): 0.1287 / 0.2471 Eh. The spin multiplicity is 2.

---

Entry 2:
Entry from the Open Molecules 2025 dataset: a molecular structure, C37H43N7O8PY at a distorted geometry (ωB97M-V/def2-TZVPD).

Geometry as XYZ:
```
97
Properties=species:S:1:pos:R:3:lowdin_charge:R:1
Y -0.175 0.431 0.839 1.535
P 1.458 -1.800 -0.048 0.263
O -1.056 -0.068 2.802 -0.192
O 1.940 -0.391 -0.276 -0.318
O 0.308 0.069 -3.763 0.048
O 0.285 -1.782 0.909 -0.332
O 2.590 -2.743 0.572 -0.151
O 1.086 -2.439 -1.454 -0.157
O -0.604 0.082 -1.380 -0.194
O 1.611 2.413 0.103 0.003
N 1.342 1.370 2.616 0.043
N -1.114 2.534 2.206 0.075
N -0.440 2.733 -0.769 0.153
N -2.864 -0.098 -1.001 0.054
N -2.488 -0.003 0.349 -0.056
N -2.520 2.949 -1.708 0.190
N 1.512 3.061 -2.074 -0.025
C -4.650 -0.438 3.248 -0.062
C 0.916 2.742 -0.856 -0.509
C 3.972 -2.794 0.137 -0.616
C -4.748 -0.380 4.618 -0.114
C 3.578 1.513 3.436 -0.034
C -2.533 0.038 -6.004 -0.090
C -1.176 3.036 -1.821 -0.369
C -1.828 -0.033 -1.787 -0.483
C -3.606 -0.045 -5.120 -0.099
C 4.728 -1.632 0.770 -0.036
C 0.896 -4.825 -1.023 -0.024
C -2.058 -0.045 -3.255 -0.095
C -2.312 3.939 4.278 -0.049
C -0.407 2.877 3.287 -0.202
C -2.389 2.892 2.146 -0.119
C -1.239 0.074 -5.529 -0.019
C -2.216 -0.167 3.344 -0.361
C 0.372 -3.764 -3.242 -0.012
C -0.977 3.577 4.347 -0.004
C 0.750 3.396 -3.139 -0.037
C 2.947 2.860 -2.220 0.005
C -1.151 -3.411 -1.288 -0.014
C -2.352 -0.115 4.756 -0.018
C -3.358 -0.087 -3.764 -0.041
C -3.037 3.595 3.152 -0.036
C 4.482 -4.127 0.672 -0.024
C 0.289 -3.619 -1.727 -0.604
C -0.597 3.448 -3.058 0.008
C 4.091 -2.739 -1.380 -0.027
C 1.010 2.440 3.340 -0.199
C -3.418 -0.310 2.586 -0.155
C 1.949 3.117 4.114 -0.004
C -3.443 -0.338 1.149 -0.078
C 2.590 0.920 2.665 -0.095
C 3.250 2.644 4.164 -0.050
C -0.980 0.032 -4.155 -0.279
C -3.578 -0.212 5.366 -0.097
H 3.536 -3.552 -1.847 0.072
H -1.444 -0.005 5.336 0.111
H -3.637 -0.168 6.447 0.099
H 4.353 -0.688 0.379 0.073
H 4.578 1.104 3.443 0.107
H 0.295 0.005 -2.772 0.072
H -0.393 0.129 -6.201 0.115
H -4.385 -0.634 0.685 0.125
H 4.318 -4.184 1.747 0.090
H -1.741 -4.279 -1.586 0.095
H 3.345 3.597 -2.915 0.092
H 1.672 4.012 4.651 0.108
H -0.160 -4.659 -3.565 0.090
H -4.170 -0.157 -3.052 0.105
H 1.287 3.608 -4.054 0.138
H -0.396 3.804 5.228 0.109
H 5.142 -2.835 -1.656 0.093
H -5.707 -0.471 5.109 0.092
H -2.779 4.466 5.099 0.111
H -3.046 2.892 -2.566 0.110
H 1.933 -4.972 -1.330 0.072
H 4.603 -1.655 1.854 0.087
H 3.995 3.158 4.756 0.110
H -1.204 3.705 -3.911 0.115
H -4.621 -0.083 -5.492 0.096
H -2.860 2.343 -0.976 0.076
H -5.544 -0.574 2.648 0.106
H -2.710 0.068 -7.072 0.101
H 0.866 -4.701 0.059 0.090
H 2.807 0.065 2.039 0.089
H -0.072 -2.894 -3.726 0.081
H 5.792 -1.713 0.543 0.089
H 5.549 -4.234 0.472 0.088
H 3.712 -1.793 -1.764 0.083
H 3.146 1.852 -2.586 0.104
H 3.410 2.976 -1.245 0.092
H 1.413 -3.840 -3.557 0.087
H 0.330 -5.719 -1.285 0.092
H -1.576 -2.531 -1.768 0.073
H 3.954 -4.955 0.198 0.080
H -1.218 -3.287 -0.209 0.081
H -2.928 2.586 1.259 0.095
H -4.085 3.839 3.054 0.109
```

The energy is -76222.066 eV. The molar mass comes out at 833.672 g/mol. Its largest force on an atom is 1.05 eV Å⁻¹. The calculation puts the energy relative to the best compared isomer or geometry (same formula, charge and spin) at 0.1028 eV. The HOMO energy comes out at -0.259 hartree. As for the orbital gap: 0.2619 Eh. The spin multiplicity is 1.

---

Entry 3:
Entry from the Open Molecules 2025 dataset: a molecular structure, C37H45AlBeBrCl5N2O5 at a distorted geometry (ωB97M-V/def2-TZVPD).

Geometry as XYZ:
```
97
Properties=species:S:1:pos:R:3:lowdin_charge:R:1
Br -5.674 -2.379 2.407 0.652
Cl -2.428 4.737 -0.204 -0.265
Cl -4.137 -5.605 -7.182 0.543
Cl -2.835 -3.107 -7.959 0.504
Cl 4.950 0.527 -3.586 0.717
Cl 7.598 -3.366 -0.031 0.070
Al -2.324 2.133 1.931 0.888
O -3.672 -2.088 0.092 0.063
O 1.201 2.416 6.391 -0.123
O -0.464 5.988 0.648 -0.412
O 8.800 0.415 -0.032 -0.132
O -7.001 -4.293 -3.448 0.118
N 0.646 -2.306 -3.175 0.130
N 2.236 -0.194 -4.387 0.123
C 3.765 -2.613 -1.287 -0.019
C 2.506 -2.818 -1.756 -0.015
C -5.890 -2.365 -0.629 -0.096
C 0.416 2.255 3.064 -0.222
C 1.320 1.181 2.368 -0.198
C -4.258 -4.741 -3.819 -0.017
C -4.420 -2.576 -0.733 -0.289
C -6.410 -1.581 0.422 -0.335
C 3.186 -0.527 2.724 -0.193
C -2.019 -4.294 -3.049 -0.053
C 5.809 -0.211 -0.214 -0.172
C -2.522 -3.537 -2.005 0.006
C -0.043 3.366 2.060 -0.326
C -7.791 -1.336 0.505 -0.066
C 5.153 -0.769 1.085 -0.182
C 0.999 -0.483 -4.714 -0.104
C 5.939 -1.285 -1.312 -0.212
C -4.767 -3.971 -2.780 -0.083
C -3.895 -3.377 -1.862 -0.082
C 0.204 -1.504 -4.116 -0.107
C 2.535 0.796 3.250 -0.209
C -8.126 -2.659 -1.476 0.046
C 0.663 4.456 7.371 -0.064
C 1.931 -2.033 -2.799 -0.213
C -6.234 -3.774 -2.666 -0.271
C 1.736 3.497 6.814 -0.651
C -0.378 5.792 2.013 -0.301
C -8.636 -1.866 -0.447 -0.030
C 2.681 -0.998 -3.382 -0.230
C 3.697 -0.262 1.260 -0.197
C 0.667 4.693 2.334 -0.133
C 4.015 -0.784 -2.877 -0.501
C 0.243 7.113 0.143 -0.102
C -6.754 -2.911 -1.563 -0.061
C -4.373 -3.957 -7.779 -1.007
C -2.887 -4.903 -3.953 -0.054
C 4.534 -1.536 -1.878 -0.228
Be 4.011 3.606 7.528 0.616
H 2.994 -0.781 0.593 0.103
H -0.823 -1.639 -4.467 0.107
H -1.150 3.524 2.175 -0.124
H 4.195 -3.206 -0.480 0.119
H -0.046 4.734 6.594 0.077
H 1.563 4.830 1.707 0.129
H 0.119 4.005 8.200 0.080
H 2.509 3.397 7.717 -0.055
H -5.726 -1.136 1.180 -0.072
H -0.233 6.703 2.622 0.121
H 0.991 2.655 3.907 0.087
H -8.185 -0.730 1.311 0.122
H 2.152 0.618 4.269 0.107
H 4.002 -0.836 3.392 0.103
H 6.623 -0.947 -2.101 0.096
H -0.949 -4.411 -3.160 0.095
H 3.327 1.561 3.228 0.118
H -9.699 -1.671 -0.395 0.118
H 5.727 -0.425 1.960 0.119
H 0.125 3.068 1.010 0.116
H -0.490 1.713 3.430 0.026
H -4.864 -4.003 -8.745 0.025
H 6.772 0.296 -0.023 0.077
H 8.726 0.638 -0.972 -0.030
H -8.796 -3.077 -2.216 0.128
H 2.383 -1.281 2.756 0.105
H 0.553 7.835 0.915 0.082
H 0.537 0.121 -5.503 0.113
H -4.992 -3.416 -7.072 0.025
H 1.129 5.378 7.744 0.073
H -4.929 -5.211 -4.525 0.086
H -2.491 -5.499 -4.765 0.087
H 1.929 -3.625 -1.295 0.118
H -1.844 -3.068 -1.304 0.120
H 5.097 0.551 -0.595 0.119
H 0.755 0.279 2.077 0.116
H -1.346 5.366 2.342 0.087
H 1.697 1.655 1.444 0.103
H 3.661 0.828 1.100 0.101
H 6.330 -2.267 -0.888 -0.092
H 2.328 4.113 6.071 0.074
H 1.118 6.795 -0.449 0.084
H -0.434 7.639 -0.553 0.088
H 5.164 -1.869 1.076 0.087
H 0.993 4.835 3.379 0.109
```

The energy is -191950.801 eV. The molar mass comes out at 890.939 g/mol. Its largest force on an atom is 3.56 eV Å⁻¹. The HOMO energy comes out at -0.236 hartree. As for the orbital gap: 0.0405 Eh. The spin multiplicity is 1.